The following is a quantum chemistry calculation of a cluster of 2 separate species, C10H16 in total, from the OMol25 dataset.

```
! wB97M-V def2-TZVPD RIJCOSX def2/J DEFGRID3
* xyz 0 1
C 0.495 -2.145 -1.075
C 0.808 -1.234 0.162
C -0.380 -0.941 0.967
C -0.161 -0.827 2.382
C -1.081 -0.249 3.285
C -2.333 0.081 2.668
C -2.671 -0.227 1.310
C -1.621 -0.712 0.503
H 0.222 -1.533 -1.974
H -0.476 -2.676 -0.861
H 1.315 -2.708 -1.148
H 1.542 -1.785 0.732
H 1.355 -0.265 -0.150
H 0.788 -1.160 2.727
H -0.989 -0.114 4.262
H -3.063 0.595 3.254
H -3.646 0.052 1.020
H -1.693 -0.898 -0.530
C 1.722 2.188 -2.922
C 1.200 1.990 -1.431
H 2.429 2.938 -3.042
H 2.192 1.318 -3.427
H 0.791 2.480 -3.465
H 0.854 2.919 -0.950
H 2.001 1.624 -0.834
H 0.400 1.289 -1.462
*
```

Properties
energy above the lowest of the compared OMol25 structures with the same formula, charge and spin: 167.01 kJ/mol
gap between HOMO and LUMO: 9.725 eV
SMILES string: CCc1ccccc1.CC
E_LUMO: 1.0 eV

Now the natural (NBO) charges, all in e:
1. C -0.602
2. C -0.419
3. C -0.034
4. C -0.178
5. C -0.212
6. C -0.200
7. C -0.214
8. C -0.213
9. H 0.203
10. H 0.208
11. H 0.207
12. H 0.206
13. H 0.225
14. H 0.196
15. H 0.205
16. H 0.199
17. H 0.216
18. H 0.203
19. C -0.606
20. C -0.601
21. H 0.200
22. H 0.204
23. H 0.199
24. H 0.209
25. H 0.196
26. H 0.202

=====

The following is a quantum chemistry calculation of a cluster of 2 separate species, C10H16 in total, from the OMol25 dataset.

```
! wB97M-V def2-TZVPD RIJCOSX def2/J DEFGRID3
* xyz 0 1
C -0.285 1.315 2.431
C -1.075 0.754 1.305
C -1.463 1.545 0.199
C -2.237 1.034 -0.827
C -2.563 -0.316 -0.881
C -2.123 -1.099 0.159
C -1.501 -0.571 1.295
H -0.442 2.352 2.715
H 0.792 1.149 2.339
H -0.548 0.691 3.300
H -1.161 2.584 0.201
H -2.619 1.790 -1.505
H -3.036 -0.822 -1.709
H -2.242 -2.178 0.155
H -1.467 -1.100 2.242
C 2.486 0.575 -1.028
C 2.034 -0.765 -1.615
C 1.483 -1.723 -0.582
H 2.706 0.487 0.029
H 1.759 1.359 -1.258
H 3.358 0.958 -1.567
H 1.253 -0.613 -2.370
H 2.842 -1.180 -2.219
H 2.302 -2.245 -0.062
H 0.841 -1.423 0.247
H 0.905 -2.557 -0.995
*
```

Properties
energy above the lowest of the compared OMol25 structures with the same formula, charge and spin: 76.85 kJ/mol
gap between HOMO and LUMO: 10.094 eV
SMILES string: Cc1ccccc1.CCC
E_LUMO: 1.0 eV

Now the natural (NBO) charges, all in e:
1. C -0.639
2. C 0.000
3. C -0.217
4. C -0.203
5. C -0.234
6. C -0.197
7. C -0.229
8. H 0.222
9. H 0.225
10. H 0.213
11. H 0.207
12. H 0.213
13. H 0.220
14. H 0.210
15. H 0.210
16. C -0.611
17. C -0.408
18. C -0.623
19. H 0.204
20. H 0.210
21. H 0.204
22. H 0.198
23. H 0.200
24. H 0.197
25. H 0.220
26. H 0.207

=====

The following is a quantum chemistry calculation of a cluster of 2 separate species, C10H16 in total, from the OMol25 dataset.

```
! wB97M-V def2-TZVPD RIJCOSX def2/J DEFGRID3
* xyz 0 1
C 0.362 1.627 3.340
C -0.736 1.211 2.377
C -0.074 0.720 1.063
C -0.067 1.608 -0.012
C 0.793 1.372 -1.079
C 1.823 0.447 -0.936
C 1.778 -0.509 0.055
C 0.835 -0.328 1.084
H 1.033 2.337 2.852
H 0.896 0.744 3.673
H -0.020 2.190 4.176
H -1.380 0.412 2.763
H -1.442 1.957 2.018
H -0.795 2.389 -0.123
H 0.785 2.015 -1.949
H 2.499 0.304 -1.775
H 2.518 -1.249 0.337
H 0.689 -1.049 1.881
C -1.615 -1.369 -2.577
C -0.810 -2.651 -2.258
H -0.952 -0.723 -3.160
H -2.421 -1.591 -3.248
H -1.810 -0.765 -1.713
H 0.270 -2.598 -2.310
H -1.119 -3.263 -3.114
H -1.039 -3.237 -1.368
*
```

Properties
energy above the lowest of the compared OMol25 structures with the same formula, charge and spin: 104.18 kJ/mol
gap between HOMO and LUMO: 10.116 eV
SMILES string: CCc1ccccc1.CC
E_LUMO: 1.0 eV

Now the natural (NBO) charges, all in e:
1. C -0.603
2. C -0.419
3. C 0.008
4. C -0.229
5. C -0.200
6. C -0.226
7. C -0.212
8. C -0.219
9. H 0.211
10. H 0.211
11. H 0.210
12. H 0.205
13. H 0.206
14. H 0.210
15. H 0.212
16. H 0.211
17. H 0.219
18. H 0.206
19. C -0.614
20. C -0.615
21. H 0.204
22. H 0.205
23. H 0.211
24. H 0.206
25. H 0.198
26. H 0.204